This record from the OMol25 dataset describes a structure of composition C5H6O2. The level of theory is ωB97M-V/def2-TZVPD.

Geometry (Å):
C: -0.26550 1.16338 -1.14605
C: 0.56468 0.28994 -0.26486
O: -0.09566 0.93331 1.54156
C: -0.55814 -0.04257 2.12934
O: -1.09127 -0.41184 3.13352
C: 0.22631 -1.07531 0.02661
C: 0.58847 -1.83771 -0.89571
H: -1.30645 0.83387 -1.16646
H: 0.12786 1.17362 -2.16844
H: -0.22315 2.18594 -0.76066
H: 1.60043 0.58762 -0.11529
H: -0.35020 -1.10990 1.20029
H: 0.78260 -2.69034 -1.51383

Results
LUMO level (alpha / beta) (hartree): 0.0003 / 0.0004
Max |F| (eV Å⁻¹): 0.603
Energy above the lowest of the compared OMol25 structures with the same formula, charge and spin (eV): 5.3752
HOMO energy (alpha / beta) (eV): -8.2 / -8.2
Molar mass (g mol⁻¹): 98.10
Calculated total energy (eV): -9371.7204

Per-atom Löwdin charges, elementary charge units: C -0.060; C -0.124; O 0.045; C -0.479; O 0.106; C -0.266; C 0.193; H 0.094; H 0.092; H 0.089; H 0.136; H 0.122; H 0.051

=====

This record from the OMol25 dataset describes a structure of composition C59H68N10O5S. The level of theory is ωB97M-V/def2-TZVPD.

Geometry (Å):
C: -0.22087 -7.04085 -1.77234
C: 0.18876 -5.62233 -1.38873
O: -0.43537 -4.72506 -2.32358
C: -0.06754 -3.39637 -2.28689
C: -1.24394 -2.48275 -2.70939
C: -2.59528 -3.16788 -2.92580
C: -3.51069 -3.36926 -1.70518
C: -4.49975 -4.49937 -2.00774
C: -2.77262 -3.68344 -0.40715
C: 1.21572 -3.19157 -3.11326
O: 1.93372 -2.10761 -2.48497
S: 1.84656 -2.38731 -0.92732
O: 1.85878 -1.15531 -0.22324
O: 2.77234 -3.41022 -0.57535
O: 0.37166 -2.96658 -0.94373
H: 0.63876 -7.60484 -2.13406
H: -0.63744 -7.56998 -0.91583
H: -0.96983 -7.00309 -2.56360
H: 1.27497 -5.50068 -1.43957
H: -0.12645 -5.36269 -0.37779
H: -1.31033 -1.66437 -1.99211
H: -0.95035 -2.01901 -3.65638
H: -3.14551 -2.54814 -3.63896
H: -2.42259 -4.12848 -3.41795
H: -4.09156 -2.45156 -1.57283
H: -5.23631 -4.20224 -2.75779
H: -5.03458 -4.80519 -1.10559
H: -3.96553 -5.37670 -2.38520
H: -3.47860 -3.70722 0.42688
H: -2.01380 -2.94067 -0.15642
H: -2.29861 -4.66794 -0.45962
H: 1.04026 -2.92006 -4.14970
H: 1.84261 -4.08486 -3.07288
N: 4.07936 -1.39525 4.27375
C: 4.29536 -0.22526 4.86644
C: 4.13129 0.99638 4.23040
C: 3.72344 1.00217 2.90580
C: 3.49244 -0.20803 2.27297
C: 3.68606 -1.37278 3.00266
H: 4.61319 -0.26793 5.90252
H: 4.32069 1.91945 4.76295
H: 3.57847 1.93658 2.37652
H: 3.16178 -0.25770 1.23985
H: 3.50835 -2.33913 2.54121
N: -3.77543 0.37281 -1.79907
C: -2.54392 0.89047 -1.79698
C: -2.11122 1.84672 -0.88562
C: -3.01321 2.29062 0.07226
C: -4.29198 1.76990 0.07396
C: -4.62002 0.82006 -0.87281
H: -1.87317 0.51554 -2.56327
H: -1.09746 2.22248 -0.92576
H: -2.73452 3.02877 0.81202
H: -5.01845 2.09964 0.80371
H: -5.61458 0.38707 -0.89233
N: -4.21138 4.98369 1.98888
C: -5.14351 5.55508 2.75331
C: -5.14288 6.90490 3.07133
C: -4.12515 7.70405 2.57719
C: -3.14722 7.12328 1.78617
C: -3.24031 5.76469 1.52130
H: -5.92468 4.90614 3.13069
H: -5.92514 7.31697 3.69239
H: -4.09283 8.76217 2.80542
H: -2.33566 7.69733 1.36204
H: -2.49481 5.28927 0.89199
N: 4.99808 -4.14126 -7.31148
C: 4.35741 -5.12216 -6.67957
C: 4.08517 -5.10978 -5.31906
C: 4.50425 -4.01757 -4.57567
C: 5.16744 -2.98704 -5.21957
C: 5.39104 -3.09732 -6.58435
H: 4.04826 -5.96080 -7.29405
H: 3.56216 -5.93814 -4.85891
H: 4.31746 -3.96472 -3.50903
H: 5.50181 -2.11436 -4.67399
H: 5.90832 -2.30987 -7.12089
N: 1.93405 7.10123 3.92815
C: 0.83831 6.35500 3.80617
C: 0.83570 4.97031 3.88276
C: 2.03959 4.32660 4.09838
C: 3.18973 5.08932 4.23045
C: 3.08281 6.46769 4.13754
H: -0.08376 6.89325 3.64015
H: -0.08880 4.41655 3.78255
H: 2.07973 3.24571 4.16487
H: 4.15415 4.62913 4.40174
H: 3.96176 7.09564 4.23652
N: 2.39749 -9.86255 -1.52100
C: 1.55559 -10.67589 -2.15462
C: 1.96028 -11.66275 -3.04094
C: 3.31569 -11.81335 -3.28627
C: 4.20448 -10.97300 -2.63543
C: 3.69679 -10.01880 -1.76582
H: 0.50223 -10.52685 -1.94156
H: 1.22799 -12.29430 -3.52508
H: 3.67233 -12.57101 -3.97198
H: 5.27119 -11.05153 -2.79491
H: 4.36414 -9.34657 -1.23767
N: -8.06883 5.07988 4.53660
C: -8.35199 6.35102 4.80993
C: -9.58978 6.93124 4.57688
C: -10.59153 6.14750 4.02713
C: -10.31255 4.82157 3.73826
C: -9.04157 4.33793 4.01179
H: -7.54739 6.93379 5.24540
H: -9.75955 7.97103 4.82088
H: -11.57131 6.56223 3.82841
H: -11.06197 4.17070 3.30910
H: -8.78955 3.30451 3.80017
N: 7.25062 -0.04455 -3.18979
C: 8.51701 0.33702 -3.03851
C: 9.28957 0.00819 -1.93430
C: 8.71895 -0.75993 -0.93190
C: 7.40234 -1.16649 -1.07584
C: 6.71731 -0.78132 -2.21840
H: 8.93244 0.93642 -3.84110
H: 10.31424 0.34740 -1.86655
H: 9.28978 -1.03727 -0.05513
H: 6.91173 -1.76723 -0.32211
H: 5.68302 -1.07841 -2.36204
N: -0.90291 1.42609 5.08607
C: -0.15052 1.13859 4.02633
C: 0.45652 -0.09131 3.81866
C: 0.27369 -1.08277 4.76890
C: -0.50915 -0.80069 5.87738
C: -1.07339 0.46219 5.98799
H: -0.02684 1.94131 3.30514
H: 1.06117 -0.26034 2.93872
H: 0.74081 -2.05223 4.65013
H: -0.67919 -1.54154 6.64694
H: -1.69119 0.71526 6.84277
N: -1.51931 7.67402 -1.13491
C: -0.24531 7.67151 -1.52191
C: 0.18851 8.19767 -2.72951
C: -0.75098 8.75522 -3.58191
C: -2.08031 8.76346 -3.19144
C: -2.41140 8.21280 -1.96232
H: 0.46211 7.22690 -0.83018
H: 1.23745 8.16919 -2.99091
H: -0.45236 9.17563 -4.53356
H: -2.84893 9.18614 -3.82392
H: -3.44173 8.20026 -1.62250

Results
LUMO level (hartree): 0.0182
Max |F| (eV Å⁻¹): 0.466
HOMO energy (eV): -9.3
Molar mass (g mol⁻¹): 1029.33
Calculated total energy (eV): -98257.3167

These are the Löwdin partial charges, in e, on atoms 1 to 99: C -0.043; C -0.206; O -0.073; C -0.452; C -0.071; C -0.154; C -0.412; C -0.080; C -0.058; C -0.083; O -0.170; S 0.582; O -0.224; O -0.223; O -0.149; H 0.056; H 0.078; H 0.081; H 0.112; H 0.118; H 0.110; H 0.123; H 0.119; H 0.110; H 0.115; H 0.079; H 0.075; H 0.076; H 0.083; H 0.074; H 0.075; H 0.147; H 0.118; N 0.060; C -0.155; C -0.077; C -0.085; C -0.089; C -0.156; H 0.102; H 0.092; H 0.106; H 0.076; H 0.107; N 0.055; C -0.163; C -0.060; C -0.074; C -0.068; C -0.159; H 0.094; H 0.101; H 0.078; H 0.100; H 0.102; N 0.060; C -0.143; C -0.069; C -0.077; C -0.082; C -0.160; H 0.083; H 0.077; H 0.104; H 0.081; H 0.090; N 0.052; C -0.159; C -0.077; C -0.086; C -0.062; C -0.149; H 0.101; H 0.099; H 0.100; H 0.085; H 0.105; N 0.053; C -0.151; C -0.066; C -0.082; C -0.075; C -0.162; H 0.096; H 0.095; H 0.080; H 0.094; H 0.101; N 0.050; C -0.162; C -0.074; C -0.081; C -0.074; C -0.155; H 0.102; H 0.101; H 0.105; H 0.101; H 0.103

=====

This record from the OMol25 dataset describes a cluster of 3 separate species, CH14N2Si4 in total in a non-equilibrium geometry. The level of theory is ωB97M-V/def2-TZVPD.

Geometry (Å):
C: -2.07679 1.89292 0.80543
N: 1.98274 -0.65336 0.76756
N: -0.68458 -1.14161 0.25135
Si: 2.21726 -1.23922 -0.74649
Si: 1.89063 0.73487 1.62730
Si: -1.20956 -2.70178 0.77061
Si: -1.29885 0.37744 0.03026
H: -2.69718 1.64820 1.64756
H: -1.29367 2.51739 1.21621
H: -2.65634 2.46856 0.07192
H: 0.25600 2.85111 -5.40743
H: 2.77657 -2.56941 -0.57965
H: 1.69960 -0.97760 -2.00544
H: 1.42344 1.84503 0.85459
H: 0.81392 0.89190 2.70086
H: 3.14969 0.56022 2.39759
H: -0.37451 -3.60724 -0.13200
H: -0.84026 -3.06007 2.14721
H: -2.64623 -3.31925 0.54814
H: -1.19966 0.91525 -1.28744
H: 0.76778 2.56663 -5.67816

Results
LUMO level (hartree): -0.0172
Max |F| (eV Å⁻¹): 5.121
SMILES: C/[SiH]=N\[SiH3].[SiH2]=N[SiH3].[H][H]
Energy above the lowest of the compared OMol25 structures with the same formula, charge and spin (eV): 3.5643
HOMO energy (eV): -8.7
Molar mass (g mol⁻¹): 166.48
Calculated total energy (eV): -35750.3854

Per-atom Löwdin charges, elementary charge units: C -0.244; N -0.453; N -0.439; Si 0.640; Si 0.288; Si 0.357; Si 0.595; H 0.013; H 0.016; H 0.034; H 0.000; H -0.086; H -0.112; H -0.111; H -0.083; H -0.071; H -0.097; H -0.108; H -0.086; H -0.053; H 0.000

=====

Please write out number 3 again, unchanged.
This record from the OMol25 dataset describes a cluster of 3 separate species, CH14N2Si4 in total in a non-equilibrium geometry. The level of theory is ωB97M-V/def2-TZVPD.

Geometry (Å):
C: -2.07679 1.89292 0.80543
N: 1.98274 -0.65336 0.76756
N: -0.68458 -1.14161 0.25135
Si: 2.21726 -1.23922 -0.74649
Si: 1.89063 0.73487 1.62730
Si: -1.20956 -2.70178 0.77061
Si: -1.29885 0.37744 0.03026
H: -2.69718 1.64820 1.64756
H: -1.29367 2.51739 1.21621
H: -2.65634 2.46856 0.07192
H: 0.25600 2.85111 -5.40743
H: 2.77657 -2.56941 -0.57965
H: 1.69960 -0.97760 -2.00544
H: 1.42344 1.84503 0.85459
H: 0.81392 0.89190 2.70086
H: 3.14969 0.56022 2.39759
H: -0.37451 -3.60724 -0.13200
H: -0.84026 -3.06007 2.14721
H: -2.64623 -3.31925 0.54814
H: -1.19966 0.91525 -1.28744
H: 0.76778 2.56663 -5.67816

Results
LUMO level (hartree): -0.0172
Max |F| (eV Å⁻¹): 5.121
SMILES: C/[SiH]=N\[SiH3].[SiH2]=N[SiH3].[H][H]
Energy above the lowest of the compared OMol25 structures with the same formula, charge and spin (eV): 3.5643
HOMO energy (eV): -8.7
Molar mass (g mol⁻¹): 166.48
Calculated total energy (eV): -35750.3854

Per-atom Löwdin charges, elementary charge units: C -0.244; N -0.453; N -0.439; Si 0.640; Si 0.288; Si 0.357; Si 0.595; H 0.013; H 0.016; H 0.034; H 0.000; H -0.086; H -0.112; H -0.111; H -0.083; H -0.071; H -0.097; H -0.108; H -0.086; H -0.053; H 0.000

=====

Among the records above, which one has the lowest max |F|?
C59H68N10O5S